No. 1
Molecular formula: C6H10O
Method: DFT, wB97M-V/def2-TZVPD

Properties
Multiplicity ... 1
Total charge ... 0
Calculated total energy ... -8427.33326 eV
ΔE to the lowest compared entry with this formula, charge and spin ... 3.907 eV
Largest force on an atom ... 0.42 eV Å⁻¹

Last column: Mulliken charge in e.
CARTESIAN COORDINATES (ANGSTROEM)
C (1.68, -0.29, -0.30)  -0.274
C (0.99, 0.07, 1.01)  -0.525
O (0.22, 1.29, 0.81)  -0.320
C (-1.06, 1.29, 0.58)  -0.135
C (-2.01, 0.28, 0.51)  0.274
C (-1.71, -1.09, 0.54)  -1.026
C (0.75, -0.43, -1.50)  -1.019
H (2.21, -1.24, -0.12)  0.298
H (2.45, 0.46, -0.51)  0.294
H (0.31, -0.71, 1.35)  0.444
H (1.72, 0.35, 1.77)  0.281
H (-1.39, 2.33, 0.43)  0.351
H (0.01, 0.37, -1.53)  0.236
H (-3.02, 0.70, 0.40)  0.319
H (-2.67, -1.64, 0.47)  0.185
H (1.32, -0.38, -2.43)  0.359
H (0.19, -1.37, -1.48)  0.258



No. 2
Molecular formula: C6H10O
Method: DFT, wB97M-V/def2-TZVPD

Properties
Multiplicity ... 1
Total charge ... 0
Calculated total energy ... -8429.17250 eV
ΔE to the lowest compared entry with this formula, charge and spin ... 2.068 eV
Largest force on an atom ... 0.98 eV Å⁻¹

Last column: Mulliken charge in e.
CARTESIAN COORDINATES (ANGSTROEM)
C (2.05, 0.13, 0.49)  -1.416
C (0.63, 0.18, -0.04)  0.284
C (-0.28, -0.98, -0.19)  -0.084
C (-1.51, -1.32, 0.62)  -0.599
C (-1.75, -0.52, -0.61)  -0.858
C (0.16, 1.31, -0.60)  -0.283
O (0.59, 2.56, -0.31)  -0.562
H (2.18, 0.35, 1.55)  0.316
H (2.67, 0.85, -0.07)  0.367
H (2.51, -0.86, 0.31)  0.358
H (0.21, -1.89, -0.55)  0.395
H (-1.67, -0.85, 1.58)  0.257
H (-1.80, -2.36, 0.54)  0.251
H (-2.19, -0.91, -1.52)  0.262
H (-2.13, 0.49, -0.40)  0.387
H (-0.56, 1.29, -1.40)  0.572
H (0.89, 2.53, 0.61)  0.354



No. 3
Molecular formula: C6H10O
Method: DFT, wB97M-V/def2-TZVPD

Properties
Multiplicity ... 1
Total charge ... 0
Calculated total energy ... -8430.02420 eV
ΔE to the lowest compared entry with this formula, charge and spin ... 1.216 eV
Largest force on an atom ... 1.52 eV Å⁻¹

Last column: Mulliken charge in e.
CARTESIAN COORDINATES (ANGSTROEM)
O (-1.24, 2.88, -1.95)  -0.488
C (-0.41, 2.48, -1.16)  -0.104
C (-0.68, 1.38, -0.19)  -0.383
C (0.42, 0.25, -0.48)  -0.810
C (-0.09, -1.19, -0.52)  -0.381
C (0.55, -1.59, 1.92)  -0.774
C (0.20, -2.01, 0.72)  -0.186
H (0.59, 2.93, -1.23)  0.401
H (-0.57, 1.70, 0.84)  0.323
H (-1.69, 1.01, -0.35)  0.278
H (1.06, 0.44, 0.38)  0.321
H (0.96, 0.53, -1.38)  0.415
H (-1.19, -1.09, -0.51)  0.220
H (0.25, -1.73, -1.40)  0.357
H (0.70, -0.56, 2.23)  0.249
H (0.82, -2.36, 2.62)  0.262
H (0.33, -3.06, 0.47)  0.300



No. 4
Molecular formula: C6H10O
Method: DFT, wB97M-V/def2-TZVPD

Properties
Multiplicity ... 1
Total charge ... 0
Calculated total energy ... -8431.03515 eV
ΔE to the lowest compared entry with this formula, charge and spin ... 0.205 eV
Largest force on an atom ... 0.30 eV Å⁻¹

Last column: Mulliken charge in e.
CARTESIAN COORDINATES (ANGSTROEM)
C (1.76, -0.59, -0.12)  -1.571
C (0.59, 0.14, 0.53)  0.421
C (0.14, 1.40, -0.26)  -0.792
C (-1.33, 1.19, -0.50)  -0.203
C (-1.78, 0.04, 0.01)  -0.705
C (-0.69, -0.76, 0.67)  -0.127
O (-0.58, -2.06, 0.11)  -0.595
H (1.64, -0.65, -1.21)  0.368
H (2.70, -0.06, 0.07)  0.403
H (1.86, -1.61, 0.26)  0.359
H (0.89, 0.44, 1.54)  0.313
H (0.69, 1.51, -1.21)  0.300
H (0.31, 2.32, 0.30)  0.272
H (-1.95, 1.91, -1.03)  0.418
H (-2.80, -0.33, -0.04)  0.425
H (-0.91, -0.95, 1.73)  0.337
H (-0.54, -1.95, -0.85)  0.378



No. 5
Molecular formula: C6H10O
Method: DFT, wB97M-V/def2-TZVPD

Properties
Multiplicity ... 1
Total charge ... 0
Calculated total energy ... -8428.90508 eV
ΔE to the lowest compared entry with this formula, charge and spin ... 2.335 eV
Largest force on an atom ... 1.30 eV Å⁻¹

Last column: Mulliken charge in e.
CARTESIAN COORDINATES (ANGSTROEM)
C (2.03, -0.21, 1.24)  -1.112
C (1.03, -0.19, 0.15)  0.805
O (0.33, -1.34, -0.04)  -0.424
C (-0.89, -1.19, -0.79)  -0.427
C (-1.55, 0.18, -0.72)  -0.216
C (-1.98, 0.77, 0.39)  -0.645
C (0.81, 0.86, -0.64)  -1.042
H (2.58, -1.16, 1.19)  0.313
H (1.59, -0.10, 2.23)  0.259
H (2.73, 0.60, 1.06)  0.316
H (0.58, 0.62, -1.64)  0.404
H (-0.70, -1.47, -1.83)  0.300
H (-1.59, -1.91, -0.37)  0.332
H (-1.75, 0.66, -1.68)  0.318
H (-1.70, 0.39, 1.38)  0.237
H (-2.54, 1.70, 0.36)  0.286
H (0.96, 1.90, -0.36)  0.295



No. 6
Molecular formula: C6H10O
Method: DFT, wB97M-V/def2-TZVPD

Properties
Multiplicity ... 1
Total charge ... 0
Calculated total energy ... -8427.57859 eV
ΔE to the lowest compared entry with this formula, charge and spin ... 3.662 eV
Largest force on an atom ... 0.56 eV Å⁻¹

Last column: Mulliken charge in e.
CARTESIAN COORDINATES (ANGSTROEM)
O (-1.72, -1.07, 1.63)  -0.482
C (-1.40, -1.12, 0.31)  0.079
C (-1.93, -0.38, -0.67)  -0.731
C (0.31, 1.82, 0.77)  -0.319
C (1.62, 2.03, 0.75)  -0.650
C (1.69, -1.08, -1.15)  -0.299
C (1.62, -2.19, -1.63)  -0.284
H (-2.44, -0.43, 1.75)  0.306
H (-0.61, -1.85, 0.13)  0.287
H (-2.71, 0.35, -0.48)  0.235
H (-1.58, -0.50, -1.68)  0.271
H (-0.14, 1.14, 1.50)  0.183
H (-0.36, 2.29, 0.06)  0.237
H (2.08, 2.70, 0.02)  0.283
H (2.29, 1.56, 1.46)  0.291
H (1.73, -0.11, -0.70)  0.213
H (1.55, -3.16, -2.06)  0.382



No. 7
Molecular formula: C6H10O
Method: DFT, wB97M-V/def2-TZVPD

Properties
Multiplicity ... 1
Total charge ... 0
Calculated total energy ... -8430.86875 eV
ΔE to the lowest compared entry with this formula, charge and spin ... 0.372 eV
Largest force on an atom ... 0.29 eV Å⁻¹

Last column: Mulliken charge in e.
CARTESIAN COORDINATES (ANGSTROEM)
C (-2.24, 0.30, 0.23)  -1.422
C (-0.74, 0.08, 0.36)  0.358
C (-0.12, -1.29, 0.03)  -0.607
C (1.39, -1.14, 0.07)  -0.357
C (1.98, 0.05, 0.00)  -0.301
C (1.18, 1.31, -0.19)  -0.531
O (-0.17, 1.05, -0.51)  -0.406
H (-2.83, -0.25, 0.97)  0.369
H (-2.60, 0.07, -0.78)  0.326
H (-2.40, 1.37, 0.40)  0.347
H (-0.45, 0.31, 1.40)  0.282
H (-0.45, -1.64, -0.96)  0.294
H (-0.43, -2.06, 0.75)  0.322
H (1.99, -2.04, 0.17)  0.362
H (3.06, 0.16, 0.09)  0.380
H (1.22, 1.93, 0.73)  0.261
H (1.57, 1.91, -1.02)  0.323



total charge of number 6 (C6H10O)?
0